Entry 1:
Entry from OMol25: a molecular structure, C2H27HgO12 in a non-equilibrium geometry (ωB97M-V/def2-TZVPD).

Geometry as ORCA input:
```
! RIJCOSX wB97M-V def2-TZVPD def2/J DEFGRID3
* xyz 1 1
Hg 1.974 2.427 -3.681
O 0.832 0.382 -0.516
O 5.823 0.137 0.507
O -5.248 -1.227 4.341
O 0.580 4.850 -1.410
O -4.624 4.352 1.512
O -3.512 -4.452 -2.241
O 2.880 -4.796 -1.842
O 5.444 2.795 -2.453
O 0.366 3.877 5.228
O -2.289 -2.158 -5.437
O 3.033 3.201 2.071
O -0.126 -6.269 -0.215
C -0.252 -0.382 -0.117
C -1.462 0.407 0.347
H -2.944 -4.806 -1.557
H -4.370 -4.374 -1.824
H 0.393 4.697 -0.483
H 6.206 -0.485 1.125
H 2.795 -5.111 -2.742
H 2.455 3.240 2.834
H -0.602 -0.997 -0.946
H -4.147 3.577 1.810
H -1.276 1.180 1.092
H -6.051 -1.748 4.356
H -4.544 -1.867 4.444
H -5.303 4.007 0.933
H -0.061 -7.118 -0.651
H 6.275 3.249 -2.598
H 2.749 2.420 1.595
H 0.641 4.535 5.867
H -2.429 -2.576 -4.587
H 4.883 -0.043 0.536
H -0.591 3.896 5.261
H 0.669 -5.804 -0.474
H -2.176 -0.312 0.749
H 0.175 5.696 -1.600
H 5.481 2.513 -1.539
H 0.045 -1.050 0.692
H -2.247 -2.886 -6.057
H 2.493 -3.921 -1.857
H -1.940 0.943 -0.473
*
```

Calculated values
* ΔE to the lowest compared entry with this formula, charge and spin: 5.264 eV
* energy: -1148.178257 hartree
* gap between HOMO and LUMO: 3.6 eV
* LUMO: -9.53 eV

---

Entry 2:
Entry from OMol25: a molecular structure, C9H36Al2N18O17P2 in a non-equilibrium geometry (ωB97M-V/def2-TZVPD).

Geometry as ORCA input:
```
! RIJCOSX wB97M-V def2-TZVPD def2/J DEFGRID3
* xyz 0 1
P 4.102 -0.343 -3.200
P 0.384 0.109 -0.018
Al 0.935 0.781 -3.315
Al 3.881 0.187 0.268
O 1.530 -4.314 -3.173
O -0.340 0.942 1.037
O 3.983 -2.692 0.773
O -3.851 2.927 -2.500
O 4.188 -1.355 -2.052
O 1.412 1.010 -0.739
O 0.798 3.730 -2.449
O 3.019 -0.677 -4.239
O 3.526 0.865 -2.436
O 1.286 -1.053 0.361
O -0.651 -0.250 -1.135
O -3.472 -3.077 1.802
O -1.151 -0.936 -3.982
O 5.403 -0.157 -3.940
O 0.419 -1.475 5.188
O 3.344 1.892 2.450
O -4.150 3.388 2.244
N -2.939 1.508 1.715
N -2.654 -2.115 -2.803
N -2.751 -2.119 -5.105
N 1.235 2.400 3.206
N -1.579 -2.335 0.767
N -3.602 -1.318 0.367
N 2.039 -3.474 1.610
N 0.971 3.675 -0.167
N 0.626 5.653 -1.263
N 4.001 -4.702 1.805
N -1.908 3.556 1.815
N 3.057 3.599 3.920
N 1.152 -0.694 3.174
N -0.139 -3.795 -1.751
N -3.337 0.747 -2.209
N 1.422 -2.187 -2.267
N -1.017 -0.298 3.880
N -1.766 2.322 -1.718
C 0.187 -0.877 4.147
C 2.582 2.546 3.160
C 0.976 -3.478 -2.478
C 0.889 4.318 -1.361
C -2.148 -1.659 -3.977
C 3.370 -3.585 1.370
C -3.093 2.859 1.926
C -3.090 2.090 -2.039
C -2.926 -2.287 1.050
H 1.302 2.714 -0.232
H -2.364 -1.904 -6.002
H -4.257 0.377 -2.355
H -0.623 -4.666 -1.827
H -1.195 -1.574 0.201
H 1.584 -2.691 1.158
H -2.012 1.172 1.446
H 1.306 -1.927 -1.285
H -1.076 3.002 1.679
H 1.536 -4.254 1.992
H 0.939 -0.470 2.205
H -3.631 -2.576 -4.960
H -2.611 0.103 -1.933
H -3.032 -0.633 -0.106
H -1.842 4.503 2.131
H -2.171 -1.992 -1.930
H -1.712 -0.546 4.562
H -1.457 3.278 -1.738
H 0.840 6.276 -0.509
H 4.031 3.818 3.837
H -3.351 -2.838 -2.846
H 4.916 -4.993 1.526
H 2.485 3.906 4.683
H -0.434 -3.088 -1.095
H 0.304 6.074 -2.119
H -3.680 0.907 2.020
H -0.917 -2.623 1.469
H -1.218 0.231 3.051
H -4.589 -1.219 0.234
H 3.486 -5.367 2.357
H 0.804 1.662 2.667
H -1.266 1.523 -1.334
H 1.968 -1.235 3.412
H 2.290 -1.884 -2.665
H 0.761 4.162 0.682
H 0.735 2.919 3.902
*
```

Calculated values
* energy: -3797.114482 hartree
* gap between HOMO and LUMO: 3.4 eV
* LUMO: -6.05 eV

---

Entry 3:
Entry from OMol25: 2 unconnected molecules or ions with the total composition C4H7FN3O in a non-equilibrium geometry (ωB97M-V/def2-TZVPD).

Geometry as ORCA input:
```
! RIJCOSX wB97M-V def2-TZVPD def2/J DEFGRID3
* xyz 1 1
F 0.892 0.610 -1.767
O -2.125 0.640 0.748
N -0.218 1.863 1.914
N -0.081 -0.218 0.770
N -1.846 -1.430 -0.205
C 1.861 -0.011 -2.315
C 2.475 -0.954 -2.678
C 0.446 0.764 1.494
C -1.482 -0.310 0.405
H 0.499 -1.024 0.640
H 0.234 2.657 2.212
H -1.280 -1.973 -0.817
H 3.112 -1.545 -3.291
H -1.191 1.917 1.818
H -2.845 -1.600 -0.397
H 1.547 0.615 1.469
*
```

Calculated values
* ΔE to the lowest compared entry with this formula, charge and spin: 0.589 eV
* energy: -495.662354 hartree
* gap between HOMO and LUMO: 9.7 eV
* LUMO: -4.29 eV

---

Entry 4:
Entry from OMol25: a molecular structure, C3H7O2 in a non-equilibrium geometry (ωB97M-V/def2-TZVPD).

Geometry as ORCA input:
```
! RIJCOSX wB97M-V def2-TZVPD def2/J DEFGRID3
* xyz 1 1
O -0.581 1.451 1.899
O 0.243 0.397 1.566
C 0.014 -0.147 -0.246
C -0.372 0.843 -1.147
C 0.530 -1.436 -0.225
H -1.203 1.587 -0.876
H 0.035 -1.978 0.561
H 0.577 1.436 -1.140
H -0.849 1.053 2.743
H 1.543 -1.467 0.164
H -0.464 0.223 -2.057
H 0.528 -1.963 -1.244
*
```

Calculated values
* ΔE to the lowest compared entry with this formula, charge and spin: 5.906 eV
* energy: -268.462964 hartree
* gap between HOMO and LUMO (spin up / spin down): 7.8 / 7.8 eV
* LUMO (spin up / spin down): -6.89 / -6.89 eV

---

- The lowest energy belongs to which entry?
  C9H36Al2N18O17P2

---

- Which value of energy does entry 3 give?
  -495.662354 hartree